Record 1
DFT (ωB97M-V/def2-TZVPD) results for a single C23H30N4O4S molecule.

```
62
Properties=species:S:1:pos:R:3:forces:R:3:mulliken_charge:R:1
S -3.172718 1.718610 1.339143 -0.0322 -0.2423 -0.2023 1.42
O -2.517174 2.953083 0.990896 0.0727 -0.1600 -0.1449 -0.74
O 6.883526 3.489847 -0.076998 -0.1842 0.2620 -0.2019 -0.39
O -3.675693 1.578320 2.673876 -0.1845 -0.1654 0.0188 -0.78
O 2.380673 -0.791802 1.355806 0.1099 -0.0113 0.0564 -0.68
N 5.570428 1.720811 0.585850 0.6369 0.6782 -0.2148 -0.43
N 0.517903 -2.743910 -0.005111 0.0404 -0.1543 0.0802 0.35
N 2.009619 1.017471 0.015843 -0.3802 0.0990 -0.1691 -0.05
N -4.441651 1.387808 0.288254 0.8193 -0.0129 0.6706 0.25
C 5.688523 2.874956 -0.047770 -0.3764 -0.3696 0.1038 0.31
C 1.632592 -0.113699 0.683252 -0.2046 0.2398 -0.0405 0.18
C -5.724987 1.927650 0.689405 -0.5015 0.0267 0.5156 -0.77
C 4.611876 3.492849 -0.698546 0.1548 -0.0862 0.0906 -0.60
C 3.391050 2.862586 -0.666137 0.1954 -0.1826 0.1660 -0.60
C -2.557437 -0.914321 0.826965 0.0721 -0.0286 0.0636 -0.69
C -0.717599 0.619423 0.837331 -0.0592 -0.0021 -0.0645 -0.01
C -6.823098 1.291266 -0.157136 0.1758 0.2651 -0.0893 -0.65
C 3.259865 1.641465 0.006108 0.5541 0.1435 0.0762 0.38
C 4.393618 1.116865 0.616231 -0.5166 -0.3124 0.0445 -0.30
C 1.612976 -2.587931 -0.936909 0.4133 0.1764 -0.0238 -0.99
C -4.116308 1.684510 -1.088518 0.2462 -0.0765 -0.6589 -0.64
C -0.312343 -1.726156 0.355686 -0.2066 0.3729 -0.0152 0.44
C 0.218032 -4.130391 0.268147 0.0172 -0.2142 0.3058 -0.92
C 7.935053 2.833623 0.605578 0.2693 -0.1739 0.1754 -0.65
C -2.069405 0.374388 0.957840 -0.4243 0.5006 0.0213 -1.03
C 2.639838 -4.693263 -0.099071 0.0337 0.1396 0.1810 -0.89
C -1.695894 -1.942975 0.522426 0.0481 -0.0404 0.0605 -0.89
C 2.893267 -3.220040 -0.398397 -0.0665 -0.1024 -0.1458 -0.36
C -5.160600 1.049590 -2.003348 0.0155 0.2466 0.1141 -0.73
C -6.552135 1.559172 -1.635765 -0.0013 -0.2967 0.0361 -0.73
C 0.172021 -0.409048 0.556097 -0.2521 -0.1149 0.0982 0.54
C 1.458046 -4.810148 0.856123 -0.0806 -0.1177 -0.2557 -0.76
H -6.832810 0.215302 0.023061 -0.0478 -0.0573 0.0599 0.29
H 2.416355 -5.225766 -1.027729 0.0198 -0.0784 -0.0418 0.33
H 1.333219 -3.092447 -1.876879 0.0217 0.1034 0.0022 0.54
H -5.846019 1.697310 1.748190 -0.1595 0.1105 -0.0699 0.43
H -5.124927 -0.033915 -1.878185 0.0317 -0.0760 -0.0573 0.30
H 3.527204 -5.147019 0.343934 0.0187 -0.0624 -0.0535 0.39
H 2.532650 3.306145 -1.152159 -0.0640 0.0654 -0.0542 0.40
H -4.076548 2.772025 -1.250618 0.0296 -0.0740 -0.0104 0.34
H 1.229819 -5.857337 1.061122 -0.0250 -0.0234 0.0500 0.37
H -4.927026 1.286286 -3.042467 0.0447 -0.0429 -0.0051 0.35
H 1.708895 -4.318963 1.797365 -0.0414 -0.0119 0.0842 0.33
H 3.692040 -3.105397 -1.132440 0.0399 0.0278 -0.0307 0.38
H -7.306614 1.068391 -2.253029 -0.0252 0.0801 -0.0369 0.34
H -2.099716 -2.932541 0.380533 -0.0173 -0.0741 -0.0496 0.45
H 3.180479 -2.699803 0.515054 0.0373 -0.0068 -0.0688 0.26
H -0.084153 -4.647659 -0.655110 -0.0689 -0.0124 0.0460 0.34
H 1.766871 -1.532452 -1.158411 -0.0549 -0.0901 -0.0917 0.31
H -3.615328 -1.085546 0.943502 -0.1324 -0.1256 -0.0374 0.52
H -3.122507 1.273992 -1.283513 -0.0398 0.0808 -0.1754 0.36
H 8.810273 3.468847 0.487381 -0.0527 -0.0202 -0.0047 0.24
H -6.606379 2.633589 -1.825248 -0.0476 0.0610 -0.0487 0.33
H 8.117842 1.846913 0.174584 0.0313 0.0637 0.0626 0.29
H 7.690997 2.711904 1.663006 0.0679 -0.0102 -0.0643 0.29
H 4.760061 4.434564 -1.200084 -0.0098 0.1067 -0.0639 0.44
H 1.283211 1.517415 -0.479678 0.0837 -0.2428 0.0734 0.22
H -0.592722 -4.196452 0.992412 -0.0127 0.0077 -0.0987 0.51
H -5.742402 3.021155 0.563769 -0.0349 -0.0424 0.0244 0.35
H -0.374125 1.627910 1.014564 0.1482 0.0950 -0.0083 0.74
H 4.360165 0.182536 1.153859 -0.1357 -0.0066 -0.0378 0.60
H -7.790674 1.700434 0.136043 -0.0087 -0.0303 0.0540 0.35
```
Positions in Å, forces in eV/Å.

- calculated total energy (Ha) = -1812.622437
- ΔE to the lowest compared entry with this formula, charge and spin (kcal/mol) = 61.5
- HOMO-LUMO gap (Eh) = 0.31459
- SMILES = COc1ccc(NC(=O)c2cc(S(=O)(=O)N3CCCCC3)ccc2N2CCCCC2)cn1
- M (g mol⁻¹) = 458.58



Record 2
DFT (ωB97M-V/def2-TZVPD) results for 2 unconnected molecules or ions with the total composition C29H42N3O3.

```
77
Properties=species:S:1:pos:R:3:forces:R:3:mulliken_charge:R:1
O -0.794549 -4.973008 0.889771 0.3065 0.2842 -0.0412 -0.23
O 3.655124 2.242043 2.390183 -1.7527 -0.6547 0.2452 -0.68
O -2.185684 -4.865761 4.030395 -0.2546 -0.2733 0.1787 -0.34
N 0.447393 0.767454 2.656934 -1.3297 -1.8028 0.1219 0.69
N -2.616703 -3.275085 2.054977 0.6877 -0.8625 -0.1906 0.03
N 1.441572 2.799141 2.734603 0.6166 -0.4502 0.0371 0.22
C -0.666620 -3.617803 0.493706 -0.0084 -0.2113 -0.2882 -0.31
C 4.843643 -0.377092 4.449164 -0.0064 0.1246 -0.3643 -0.40
C 0.109768 2.210747 2.776336 0.0149 0.6915 0.0205 0.15
C -8.387957 0.302685 3.115244 -0.2240 0.1630 0.0015 -1.38
C 1.672403 4.222038 2.846511 -0.2722 0.4407 0.0877 -0.96
C 3.968109 -0.624713 3.387052 0.0986 -0.1268 0.0267 0.54
C -0.713709 2.765380 1.596447 0.0994 -0.0776 -0.1612 -1.48
C 0.392817 -5.740838 0.946547 0.1702 -0.2404 -0.0999 -0.84
C 2.474747 1.929199 2.526364 1.1002 0.6782 -0.2074 0.22
C 4.462403 -1.090331 2.164742 0.3136 0.1346 0.2681 -0.25
C -1.811910 -0.120228 2.816596 -1.1131 -0.2594 -0.1192 0.08
C -6.935190 -0.059485 3.074381 0.2454 -0.1866 -0.0196 1.14
C -3.298567 -4.596869 1.917050 0.1100 0.4301 -0.6395 -0.84
C 6.721785 -0.948559 3.032282 -0.2513 0.0848 0.0607 -0.44
C 5.840965 -1.242882 1.983879 -0.1917 0.0029 0.1887 -0.70
C -2.764908 -1.087373 3.178479 1.0576 1.1353 1.0668 -0.01
C 1.885988 0.518685 2.490000 0.4771 0.0752 -0.5762 0.15
C -2.025165 -5.552149 5.259684 0.1064 -0.1199 0.2937 -0.83
C -0.564628 2.533695 4.117445 0.1555 -0.1835 0.0848 -1.54
C 6.221229 -0.513475 4.266336 -0.1009 -0.1792 -0.1722 -0.61
C -5.972750 0.912416 3.359455 0.2019 -0.0218 -0.0307 -1.05
C -4.172849 -0.728735 3.122764 -1.2121 0.5102 -0.1511 -0.15
C -4.619715 0.603331 3.360922 0.3871 -0.5315 -0.1571 -0.67
C -0.426592 -0.261697 2.758524 1.1706 1.3420 0.1338 -0.23
C -1.983568 -2.891836 0.798965 -0.3952 -0.2656 -0.2079 -1.02
C -5.156701 -1.691284 2.814842 -0.0410 -0.0614 0.1712 0.10
C -6.509704 -1.361717 2.769878 0.2803 0.2768 0.1087 -0.89
C -3.107799 -5.482258 3.140861 -0.0470 -0.3120 0.4476 -0.80
C 2.482181 -0.388384 3.568715 -0.0715 -0.1087 0.3613 -0.50
H -8.907218 -0.235727 3.917179 0.1094 0.0656 -0.1390 0.31
H 1.353433 4.593695 3.828898 0.1085 -0.0849 -0.1681 0.31
H 0.167051 -3.118485 1.030413 -0.0992 -0.3041 -0.1779 0.12
H -8.496510 1.376250 3.302786 -0.0984 -0.2297 -0.0545 0.35
H 1.946311 -1.351677 3.548645 0.1501 0.2237 0.0802 0.41
H -0.054563 2.939749 0.734665 -0.2313 -0.1151 0.2044 0.41
H -4.815165 -2.698004 2.576938 -0.2468 0.3926 0.1269 0.19
H -2.708693 -6.465786 2.822692 -0.2547 0.3194 0.2372 0.40
H -4.366444 -4.403410 1.752320 0.1740 -0.2070 -0.0982 0.60
H 0.147975 2.369175 4.936914 -0.2338 0.0076 -0.1697 0.37
H -8.896408 0.062536 2.175271 0.1048 0.0091 0.1301 0.34
H -3.891423 1.387190 3.580840 -0.2669 -0.2329 0.0494 0.29
H -1.323068 -4.952066 5.846908 -0.1521 -0.1935 -0.0382 0.27
H -6.297714 1.932990 3.579132 0.1575 -0.3408 -0.0500 0.30
H -2.872643 -5.127829 1.048883 -0.5624 0.3437 0.3659 0.39
H 7.798632 -1.055326 2.887180 -0.3564 0.0420 0.0399 0.37
H -2.485090 -1.936894 3.812695 -0.0895 0.4462 -0.5766 0.55
H -1.162435 3.722276 1.896711 0.1172 -0.2966 -0.1925 0.44
H 0.074074 -6.743587 1.261649 0.2129 0.2942 -0.0873 0.27
H 1.100771 -5.341039 1.687322 -0.1387 0.0095 -0.0864 0.31
H -1.439991 1.898755 4.273623 0.0765 0.2003 0.0599 0.33
H -2.716618 -3.118238 0.014570 0.2147 0.2515 0.0065 0.46
H 3.762266 -1.311532 1.353903 0.3446 0.0342 0.1504 0.29
H -2.970917 -5.650022 5.819765 0.1623 0.1563 -0.2683 0.32
H 4.428888 -0.043911 5.405094 0.2549 -0.0532 -0.2909 0.33
H 2.741025 4.421750 2.722774 -0.2618 -0.2065 -0.0061 0.37
H 1.111688 4.769026 2.078275 0.1637 -0.0874 0.0934 0.31
H 6.899251 -0.276901 5.089008 -0.1810 -0.1275 -0.2927 0.38
H -4.086852 -5.625116 3.636494 0.4493 -0.1013 0.0481 0.42
H -1.511743 2.087395 1.289640 0.0882 0.1993 -0.0125 0.29
H 2.073151 0.089248 1.486661 -0.0906 0.2317 0.4247 0.23
H 0.026717 -1.257118 2.747239 -0.0700 0.3225 0.1226 0.60
H -1.891845 -3.420974 2.763675 -0.2276 -0.0766 -0.3353 0.33
H 2.298665 0.078111 4.552601 0.0232 -0.2245 -0.3010 0.34
H -0.880933 3.584649 4.120444 0.0909 -0.3206 0.0604 0.49
H 0.919837 -5.831953 -0.023638 -0.3604 0.1833 0.2736 0.28
H 6.220444 -1.587527 1.020391 -0.0579 0.0984 0.3197 0.38
H -7.258852 -2.106943 2.495773 0.2936 0.1150 0.1143 0.41
H -1.823149 -1.809440 0.826830 0.1370 -0.1041 -0.3580 0.30
H -2.203421 0.854153 2.507650 0.0282 -0.6095 0.0505 0.25
H -0.497669 -3.578298 -0.601713 0.2708 0.2026 0.4612 0.43
H -1.609573 -6.567992 5.140135 -0.0808 0.3222 -0.1940 0.30
```
Positions in Å, forces in eV/Å.

- calculated total energy (Ha) = -1519.930854
- HOMO-LUMO gap (Eh) = 0.25515
- M (g mol⁻¹) = 480.67
- net charge = +1



Record 3
DFT (ωB97M-V/def2-TZVPD) results for a molecular structure, CH4I2Si.

```
8
Properties=species:S:1:pos:R:3:forces:R:3:mulliken_charge:R:1
I -3.633873 -1.514844 -0.124735 1.8176 1.4969 -0.3730 -0.31
I -1.981830 2.851310 0.138061 0.1556 -0.9835 -0.4434 -0.02
Si -1.187883 0.607983 -0.660948 -1.4870 0.5002 2.7533 0.31
C 0.209153 0.125863 0.553818 0.4749 -2.0946 -3.1525 -0.88
H -0.230804 -0.759407 0.981115 -0.0353 -0.6884 0.2863 0.28
H 0.517466 0.710762 1.369433 0.0798 1.4532 0.6063 0.36
H 1.122852 -0.242785 -0.053950 -1.3558 0.6316 0.9750 0.27
H -1.240301 0.654809 -2.092533 0.3504 -0.3154 -0.6521 0.00
```
Positions in Å, forces in eV/Å.

- calculated total energy (Ha) = -925.380838
- ΔE to the lowest compared entry with this formula, charge and spin (kcal/mol) = 50.0
- HOMO-LUMO gap (Eh) = 0.26755
- M (g mol⁻¹) = 297.94



> What is the calculated total energy in the third record?

-925.380838 Ha



> The highest calculated total energy belongs to which entry?

CH4I2Si



> Which formula does entry 2 have?

C29H42N3O3



> Number 1 is which compound?

C23H30N4O4S